Entry 1:
Here is C30H91N7O14Zr as an isolated structure from OMol25. Energies are from the ωB97M-V functional and the def2-TZVPD basis.

Last column: Mulliken charge in e.
Element x y z (Å)
Zr (-2.81634, -1.65686, 2.65007)  1.2634
O (-4.41388, -2.33643, 1.19809)  -0.4034
O (1.80730, 2.77539, 3.29211)  -0.4226
O (1.18337, -4.04939, 2.99092)  -0.5930
O (-1.54611, -2.61642, -4.09606)  -0.3139
O (-1.79998, -0.16721, 3.94036)  -0.4446
O (0.46608, -6.41842, -3.98575)  -0.3477
O (-2.61164, -0.12734, 1.07868)  -0.1938
O (-0.68413, -1.98441, 2.03223)  -0.6288
O (-2.58813, -3.96073, 2.02087)  -0.4707
O (2.95726, 1.97572, -1.03275)  -0.5109
O (-1.34049, 5.61863, -0.49326)  -0.2621
O (4.93924, -2.28127, 0.33686)  -0.4800
O (-3.86526, 1.00748, -1.64202)  -0.7319
O (-6.99395, 2.77163, 1.50881)  -0.3692
N (-3.93134, -2.69121, -5.87833)  -0.6814
N (-2.92536, 3.58351, -1.47909)  -0.7470
N (1.86686, -6.23125, -1.49207)  -0.6707
N (3.38728, 3.43299, 5.65790)  -0.7373
N (5.09455, -0.24587, 2.66381)  -0.6053
N (-3.28639, 2.90672, 1.51692)  0.0153
N (4.50486, 2.64719, 2.24502)  -0.4788
C (-0.26858, -1.20614, 0.90147)  1.1373
C (-0.46745, -1.90226, -3.50016)  -0.4268
C (5.91637, 2.54232, 0.29681)  -1.3878
C (-2.72508, -3.47490, -6.05782)  0.4443
C (-1.52236, -2.65471, -5.49431)  -1.0820
C (3.44834, 1.69585, 0.24862)  0.1401
C (1.41957, 2.36678, 4.55649)  -0.3889
C (4.49805, 2.76171, 0.81862)  0.1255
C (2.10719, 1.02886, -1.54537)  -0.5106
C (-0.80995, 6.93698, -0.33404)  -0.8628
C (2.75091, 2.20985, 5.35909)  1.0426
C (-4.67564, 3.07524, 2.02617)  0.3057
C (0.23289, -6.63205, -5.41957)  -0.4577
C (2.05793, -3.85179, -1.58311)  -0.7911
C (1.22150, -5.21956, -3.62895)  0.0824
C (-0.96552, 2.50450, -2.57985)  -1.3170
C (2.60328, 1.43288, 6.62331)  -1.6168
C (-0.82814, 4.80111, -1.53612)  -1.2881
C (4.16028, -1.33945, 2.52550)  0.6526
C (-5.63911, 2.66941, 0.92279)  -0.2065
C (1.28552, -5.09645, -2.09517)  0.1970
C (-1.35236, -0.11585, 0.47759)  1.0007
C (-4.83826, 4.50945, 2.49589)  -1.4981
C (2.87507, -0.92879, 3.14957)  -0.9839
C (-1.49375, 3.45215, -1.46674)  2.3606
C (5.59827, -3.42039, 0.73103)  -0.6870
C (0.65059, 3.04827, 2.44094)  -0.9359
C (-2.56719, -3.73776, -7.55535)  -1.4944
C (3.84148, -1.78538, 1.07183)  0.6069
C (-7.94652, 2.01072, 0.76526)  -0.6865
H (5.70157, -0.27980, 1.85729)  0.4485
H (-4.05372, 4.68151, 3.23278)  0.3744
H (-4.55128, 5.16446, 1.67328)  0.3197
H (-3.32375, -4.53717, 1.81396)  0.3240
H (0.71289, -4.34481, -4.03421)  -0.3259
H (4.52462, -2.24001, 3.01981)  0.4870
H (2.41915, -0.05537, 2.68334)  -0.1785
H (3.12493, -2.60676, 1.06970)  0.1707
H (1.20743, -6.99368, -1.55485)  0.3142
H (-3.12126, 4.52304, -1.16444)  0.1894
H (5.83178, 2.49589, -0.78892)  0.3541
H (0.65999, -3.49042, 2.41659)  0.0997
H (-5.33251, 1.68716, 0.56325)  0.3678
H (-0.24605, -5.75023, -5.84515)  0.0262
H (0.02439, 2.16275, 2.33222)  -0.0330
H (-3.19553, 3.47694, 0.68825)  -0.0801
H (4.06130, 0.79719, 0.17941)  0.2236
H (0.09182, 2.70077, -2.75766)  0.4234
H (1.70902, 1.67005, 7.19963)  0.3659
H (-4.51873, -3.29852, -5.32494)  0.3014
H (4.86414, -4.16229, 0.41678)  0.2487
H (4.64984, 0.65216, 2.53781)  -0.2336
H (-2.10827, 0.70790, 4.17566)  0.3001
H (2.44113, 0.41039, 6.28226)  0.3017
H (-5.36788, -2.28702, 1.25863)  0.3401
H (-7.71412, 0.94601, 0.78685)  0.1897
H (-5.51041, 3.37987, 0.10621)  0.2251
H (3.59963, 2.89499, 2.61820)  0.1059
H (-3.19500, 1.95510, 1.19110)  -0.2499
H (0.88350, 3.42978, 1.44681)  0.4371
H (-0.52454, -0.84228, -3.74770)  0.3951
H (1.62765, -2.91950, -1.94888)  -0.0363
H (0.87813, 1.42859, 4.43505)  -0.1536
H (0.51993, -2.26835, -3.78151)  0.3564
H (-0.96958, 5.16267, -2.55464)  0.4444
H (2.72623, 3.94253, 6.22665)  0.3118
H (-3.13562, 3.61560, -2.46644)  0.3832
H (2.00439, -3.75859, -0.49843)  -0.0085
H (-3.39822, -4.37283, -7.86225)  0.3714
H (1.44314, -4.78584, 2.43740)  0.3499
H (6.38978, 1.62016, 0.63384)  0.2371
H (3.38106, 3.81375, 4.72243)  0.2874
H (-1.81106, -4.47705, 1.80682)  0.2755
H (2.59345, 0.06544, -1.69859)  0.3824
H (1.18626, 1.00925, -0.96261)  -0.0099
H (3.37523, -1.02267, 0.44816)  -0.6664
H (-5.81317, 4.83231, 2.86113)  0.3635
H (-1.06603, 1.46153, -2.27949)  0.1154
H (3.47089, 1.45378, 7.28278)  0.3838
H (-0.20144, -1.90380, 0.06668)  -0.0447
H (0.74179, 3.12350, 4.95156)  0.6011
H (5.70679, -3.53645, 1.80938)  0.2928
H (6.63303, 3.33478, 0.51247)  0.4219
H (-2.65904, -2.77756, -8.06297)  0.3391
H (2.13276, -1.72536, 3.20021)  0.3599
H (-0.53354, -1.87947, -2.41240)  -0.2091
H (1.19482, -6.72889, -5.92299)  0.3115
H (3.45528, 1.67592, 4.72122)  -0.2292
H (-3.69983, -1.93311, -5.25240)  0.2563
H (0.69064, -0.75112, 1.14834)  -0.2962
H (6.55327, -3.50496, 0.21245)  0.2727
H (-1.40001, 2.77622, -3.54187)  0.4898
H (2.20215, -5.26483, -4.10262)  0.3949
H (4.06556, 3.74761, 0.64813)  0.5862
H (-3.54987, 1.90553, -1.54076)  0.4682
H (3.07429, -0.65737, 4.18626)  0.2878
H (0.26917, 6.97074, -0.18416)  0.3090
H (5.05115, 3.39467, 2.64868)  0.3668
H (2.63110, 1.52839, 0.95018)  -0.2086
H (-1.72491, -4.30830, -7.94670)  0.3548
H (-0.37053, -7.53517, -5.51091)  0.2630
H (-0.03982, 3.71123, 2.96240)  0.6618
H (-0.56936, -2.97142, -5.91808)  0.4810
H (-1.54259, -0.24215, -0.58822)  0.1079
H (-1.20346, 7.37371, 0.58384)  0.2773
H (-0.91937, 0.87799, 0.59123)  -0.7521
H (3.08324, -3.86248, -1.95288)  0.5736
H (0.27624, -5.07334, -1.68416)  0.1810
H (-4.22457, -2.19420, 0.27064)  0.2818
H (-1.70239, -1.66021, -5.90254)  0.4948
H (-1.04301, 7.60979, -1.15934)  0.3320
H (-4.80070, 2.40731, 2.87842)  0.2080
H (0.25835, 4.74067, -1.47289)  0.5221
H (-7.91089, 2.24310, -0.29909)  0.3257
H (-1.18098, -0.39790, 4.63308)  0.3063
H (-3.43183, 0.52045, -0.94119)  0.1468
H (2.66013, -6.50528, -2.05397)  0.3006
H (-2.78434, -4.38281, -5.45757)  0.3823
H (-8.92926, 2.19517, 1.19920)  0.2903
H (1.89688, 1.31295, -2.57646)  0.4203
H (-1.27275, 3.06536, -0.47192)  -1.2091

Calculated values
E   -72940.2838 eV
Total charge   +2



Entry 2:
Here is a 20-piece molecular cluster, C30H92FO23P overall from OMol25. Energies are from the ωB97M-V functional and the def2-TZVPD basis.

Last column: Mulliken charge in e.
Element x y z (Å)
P (-2.54561, 1.20548, 0.08330)  0.2713
F (-3.99404, -1.00519, 1.48161)  -0.3049
O (-3.57161, 1.89394, -3.47421)  -0.0560
O (-0.89275, -2.90633, 0.42036)  -0.3097
O (1.74250, -8.06699, -2.96412)  -0.4634
O (1.25498, -3.69151, 5.54527)  -0.4147
O (-6.19419, 0.79084, -0.03526)  -0.3773
O (0.08013, -4.22985, -2.18084)  -0.3602
O (1.57487, -4.82982, 2.73893)  -0.4295
O (5.44203, 6.15281, 2.04415)  -0.4805
O (6.46290, 1.14683, 8.26069)  -0.4987
O (3.78113, 2.23744, -6.68132)  -0.4777
O (-2.17962, 0.45726, 1.46642)  0.8550
O (-1.14619, 1.32385, -0.63305)  -0.1873
O (-4.48607, -1.44668, -4.26372)  -0.4661
O (-2.18608, 3.88327, -8.59992)  -0.5102
O (-3.47581, 0.34059, -0.89161)  -0.1968
O (-3.08327, 2.55434, 0.24964)  -0.8168
O (3.39086, -2.03772, 6.21642)  -0.4511
O (2.20058, -0.13183, 0.79628)  -0.5099
O (-2.29090, 5.32459, -5.49626)  -0.4969
O (-1.92671, -4.78792, 8.98764)  -0.4954
O (-0.55923, 0.36742, 4.26382)  -0.5708
O (3.35125, 5.23284, -0.02566)  -0.5159
O (0.62054, 3.92409, 1.77159)  -0.2471
C (-0.21786, -0.76226, -4.52175)  -0.4713
C (-4.24864, 1.01953, 2.72130)  -1.5052
C (-3.55564, 5.96545, -5.65105)  -0.6563
C (2.49563, -1.29040, -4.49002)  -0.7492
C (-1.04402, 3.03705, -8.53851)  -0.4730
C (7.16562, 0.02960, 8.79677)  -0.5822
C (1.23521, -5.06238, -2.25851)  -0.4990
C (-5.61414, -0.96921, -4.99057)  -0.5330
C (0.84513, 5.07732, 2.57297)  -0.6676
C (4.70089, 1.25861, -6.20702)  -0.4465
C (-1.66425, -3.65713, 9.81386)  -0.5278
C (1.58323, -2.28561, -4.67547)  -0.3239
C (3.64268, -0.91426, 7.05146)  -0.3395
C (-4.83619, 2.52546, -3.62416)  -0.3753
C (0.24212, -2.04969, -4.70885)  -0.7601
C (0.23461, 1.66092, -4.06685)  -1.3372
C (0.74416, -9.05875, -2.74590)  -0.5527
C (0.20356, 1.91426, -2.52879)  -0.7793
C (0.25963, -4.67378, 5.80245)  -0.4487
C (-3.30951, -0.04046, 2.18245)  0.3736
C (0.70856, 0.23430, -4.31671)  0.3123
C (-2.09835, -3.31668, -0.23304)  -0.8997
C (6.36794, 5.20428, 2.55869)  -0.5463
C (2.40981, 1.02899, 1.60397)  -0.2449
C (0.39572, -0.58770, 4.73297)  -0.4040
C (-7.40222, 1.30024, -0.60377)  -0.6572
C (-1.22955, 1.89138, -1.96602)  0.5624
C (2.05875, -0.00094, -4.30417)  -0.4106
C (1.12976, -6.14973, 2.43881)  -0.7013
C (3.47927, 6.61142, -0.36818)  -0.7196
H (-5.46831, 0.07572, -5.27505)  0.2013
H (4.24154, 6.70356, -1.13818)  0.2695
H (1.27220, -0.36835, 0.86406)  0.2479
H (-4.38548, 0.27878, -0.53253)  0.2307
H (0.61210, 4.86910, 3.61965)  0.2904
H (-2.37095, 4.70873, -4.76071)  0.2909
H (4.17845, 0.32044, -6.01297)  0.0953
H (-0.09594, -1.53706, 4.94991)  0.2365
H (1.62663, -3.87958, 4.67391)  0.2715
H (-1.27668, -0.52754, -4.53088)  0.5696
H (0.93581, 2.36985, -4.51446)  0.4850
H (-1.27596, 2.11790, -7.99312)  0.1951
H (1.04306, -6.02132, -1.77765)  0.2132
H (-0.61291, -3.40049, 9.71091)  0.2072
H (-0.17559, -4.47787, 6.78011)  0.1146
H (-6.51969, -1.06844, -4.38414)  0.2497
H (7.08769, 1.64718, 7.72940)  0.2944
H (7.54892, -0.59350, 7.98451)  0.2752
H (5.85814, 4.27110, 2.81348)  0.2246
H (5.05183, 5.77009, 1.24902)  0.3656
H (-2.90843, -0.56536, 3.05254)  0.3842
H (2.16593, 0.81041, 2.64736)  0.0530
H (-5.09272, 3.06633, -2.70831)  0.2951
H (2.45512, -2.26771, 6.30486)  0.2990
H (-8.21950, 0.59353, -0.44997)  0.2911
H (-2.42884, 4.09654, -7.69247)  0.2957
H (3.78256, 7.18522, 0.51086)  0.3557
H (-3.79485, 1.47772, 3.59894)  0.3259
H (-0.21380, 3.55109, -8.04687)  0.2228
H (-1.55089, 2.93247, -1.91836)  0.1650
H (-0.75469, 2.78383, -9.55594)  0.2704
H (-4.32420, 5.21871, -5.87056)  0.2645
H (6.47706, -0.55560, 9.40098)  0.2165
H (-1.01915, -1.99935, 0.71567)  0.0782
H (-0.31063, 3.69428, 1.85104)  0.1664
H (1.60213, -6.51071, 1.52231)  0.3102
H (0.28342, -8.86733, -1.77955)  0.2069
H (2.67597, 5.16711, 0.65714)  0.2355
H (-4.77467, 3.22759, -4.45302)  -0.0617
H (-5.60444, 1.77825, -3.84253)  0.1387
H (-0.02246, -9.00803, -3.52322)  0.2651
H (3.42392, -1.16549, 8.09414)  0.2319
H (-4.60116, 1.73400, 1.97794)  0.3117
H (-0.49249, -2.83341, -4.84819)  0.4073
H (-3.49241, 6.66775, -6.47806)  0.2900
H (-1.97199, -4.34044, -0.57503)  0.4804
H (-0.94801, 0.00557, 3.46370)  0.2662
H (-0.10874, -4.09187, -1.24782)  0.1626
H (-2.29477, -2.67261, -1.09257)  0.3697
H (1.41152, -6.79852, 3.26447)  0.2793
H (-0.52580, -4.62225, 5.04249)  0.1819
H (-2.85711, -5.00640, 9.08515)  0.2865
H (-5.71757, -1.57157, -5.88924)  0.2706
H (2.14237, -8.24482, -3.81970)  0.2743
H (7.15449, 5.00126, 1.82716)  0.2481
H (7.99582, 0.36410, 9.42445)  0.2988
H (1.46951, -5.23273, -3.30547)  0.1314
H (6.81731, 5.62093, 3.45738)  0.2267
H (-7.65543, 2.26090, -0.15231)  0.2998
H (-2.27258, -2.80452, 9.50097)  0.2607
H (-4.39922, -0.91089, -3.47089)  0.2471
H (2.77872, 0.79270, -4.14922)  0.6085
H (-3.64638, 1.27564, -2.73848)  -0.0461
H (0.70593, -5.67146, 5.80192)  0.2233
H (-1.87438, -3.89085, 10.86056)  0.2805
H (1.19013, -10.05661, -2.73758)  0.2812
H (-2.93423, -3.27156, 0.46417)  0.2700
H (0.23118, 5.91068, 2.22011)  0.3520
H (0.04280, -6.16882, 2.32281)  0.2748
H (-3.81374, 6.50723, -4.73786)  0.3023
H (0.85137, -0.20309, 5.64175)  0.1418
H (3.56079, -1.48930, -4.45394)  0.4838
H (-5.13087, 0.47986, 3.08821)  0.4334
H (2.53279, 6.99943, -0.75202)  0.2673
H (1.79105, 1.85346, 1.24943)  0.1612
H (-7.24393, 1.43731, -1.67003)  0.1809
H (5.49130, 1.09504, -6.94467)  0.3430
H (3.39698, 1.90276, -7.49587)  0.2774
H (3.02789, -0.06464, 6.73818)  0.2166
H (-1.86544, 1.31097, -2.63555)  -0.3270
H (0.72888, 2.82552, -2.23523)  0.4957
H (1.32139, -4.26336, 2.00291)  0.2529
H (1.89710, 5.34826, 2.49272)  0.1802
H (5.14287, 1.62390, -5.28272)  0.2349
H (4.69226, -0.64486, 6.96178)  0.1173
H (2.08524, -4.57046, -1.77523)  0.3147
H (0.72341, 1.09108, -2.03116)  0.3206
H (-0.74410, 1.84027, -4.52139)  0.5159
H (1.94513, -3.30240, -4.79464)  0.4364
H (1.17175, -0.74418, 3.98011)  0.1694
H (3.45851, 1.30793, 1.53261)  0.3184
H (-6.34147, 0.67176, 0.90710)  0.1608

Calculated values
E   -91695.2809 eV



Record-wise gap between HOMO and LUMO values, in Eh: 0.0963, 0.3196
Record-wise E_HOMO values, in eV: -12.08, -8.60
Record-wise E_LUMO values, in Eh: -0.3477, 0.0037